# 1
18
Properties=species:S:1:pos:R:3:forces:R:3:nbo_charge:R:1 method="wB97M-V/def2-TZVPD" spin_multiplicity=1 gap_ev="8.524 / 8.461" lumo_energy_ev="0.42 / -0.45" charge=0 homo_ev="-8.11 / -8.92" energy_ha=-401.08352
C 1.2165 -0.6170 -0.1031 0.212 -0.289 0.599 -0.24
C 2.0631 0.1198 0.9039 0.017 0.004 -0.019 -0.64
C 0.8538 0.0778 -1.3590 -0.944 0.689 -0.578 -0.67
H 1.4465 -1.6786 -0.1980 0.053 0.054 0.015 0.21
H 0.0480 -0.7476 0.5624 -0.467 -0.026 0.411 0.35
H 2.1051 -0.4052 1.8610 -0.011 0.008 -0.062 0.22
H 0.8655 -0.5819 -2.2284 0.133 0.018 0.038 0.22
H 3.0952 0.2337 0.5464 -0.085 -0.026 -0.016 0.22
H 1.6701 1.1248 1.0807 -0.002 -0.052 -0.028 0.21
H -0.1999 0.4776 -1.3043 1.168 -0.361 -0.098 0.27
H 1.4790 0.9553 -1.5527 0.142 -0.146 -0.002 0.21
N -2.9594 0.9007 -1.2815 0.223 -0.101 0.204 -0.34
O -1.0267 -0.6389 1.0920 0.256 -0.454 0.674 -0.35
O -1.8736 0.5946 -0.6658 -1.272 0.592 -0.629 -0.33
O -1.0087 -1.2396 2.3846 0.375 0.218 -0.459 -0.45
H -0.8236 -0.4819 2.9601 -0.020 -0.086 -0.114 0.45
H -3.4363 1.7598 -1.0218 0.107 -0.108 -0.003 0.34
H -3.5146 0.1465 -1.6765 0.112 0.066 0.067 0.34

---

# 2
11
Properties=species:S:1:pos:R:3:forces:R:3:nbo_charge:R:1 method="wB97M-V/def2-TZVPD" spin_multiplicity=1 gap_ev=9.765 lumo_energy_ev=-0.30 charge=0 homo_ev=-10.06 energy_ha=-5378.01505
C 1.2854 -0.0001 -0.2263 0.412 -0.871 -0.477 -0.32
C -0.0165 -0.3197 -0.3671 2.585 3.285 4.138 -0.28
C -0.9334 1.9640 0.3822 -1.439 0.006 0.663 0.43
C -0.9991 0.3507 0.6223 0.953 0.117 -1.415 -0.28
O 0.0035 2.6795 0.1925 -0.371 -1.185 0.181 -0.47
Br -2.8188 -0.1845 0.2460 -0.036 0.099 -0.215 0.07
Br -0.6576 -0.1591 2.4970 0.175 0.522 -0.554 0.08
H 2.0558 -0.5031 -0.8943 -1.119 0.954 0.787 0.21
H 1.6678 0.6870 0.5460 -0.254 -0.601 -0.365 0.22
H -0.2317 -0.8285 -1.1970 -1.820 -2.252 -2.720 0.22
H -2.0060 2.3455 0.4047 0.914 -0.073 -0.022 0.12

---

# 3
81
Properties=species:S:1:pos:R:3:forces:R:3:lowdin_charge:R:1 method="wB97M-V/def2-TZVPD" spin_multiplicity=1 gap_ev=5.080 lumo_energy_ev=-3.94 charge=+1 homo_ev=-9.01 energy_ha=-1486.02899
C 4.8782 -3.3279 0.7283 -0.053 0.041 -0.022 -0.21
C 4.0465 -4.3836 1.4434 -0.116 0.138 0.142 -0.18
C 2.6054 -4.4529 0.9393 0.109 -0.313 -0.389 -0.18
N 1.9393 -3.1570 0.8307 0.882 0.051 0.346 -0.10
C 0.5641 -3.1168 0.7678 -1.575 1.360 0.498 -0.22
C -0.1895 -1.9555 0.8327 1.757 -1.873 -0.164 -0.04
C -1.6643 -1.9777 0.9387 -1.079 -0.080 -0.432 -0.23
C -2.3374 -3.3403 1.1612 0.317 0.159 0.116 -0.19
C -1.6052 -4.4266 0.3890 -0.113 0.182 0.054 -0.20
C -0.1274 -4.4684 0.7658 -0.297 -0.347 0.203 -0.15
C 2.7080 -2.0935 0.2010 0.265 -0.065 -0.265 -0.17
C 4.1462 -1.9878 0.7187 -0.150 0.054 0.153 -0.19
H 5.8386 -3.2159 1.2410 -0.030 -0.023 -0.169 0.11
H 5.0889 -3.6508 -0.2988 -0.050 0.049 0.064 0.11
H 4.4939 -5.3745 1.3114 -0.069 0.106 0.053 0.12
H 4.0417 -4.1800 2.5210 -0.025 0.058 -0.094 0.12
H 2.6079 -4.9527 -0.0472 0.053 -0.017 0.112 0.13
H 2.0551 -5.1036 1.6308 0.081 0.284 -0.286 0.12
H 0.2935 -0.9749 0.8537 -0.099 -0.338 0.021 0.08
H -1.9738 -1.3245 1.7604 0.016 -0.145 -0.039 0.09
H -2.0898 -1.5406 0.0223 -0.073 -0.079 0.209 0.09
H -2.3323 -3.5659 2.2348 0.047 -0.121 -0.118 0.12
H -3.3874 -3.2856 0.8497 0.148 0.001 0.094 0.11
H -2.0655 -5.4006 0.5865 0.120 0.068 -0.096 0.11
H -1.7026 -4.2293 -0.6829 0.008 -0.012 -0.014 0.12
H 0.3686 -5.1774 0.0861 0.027 0.327 0.205 0.12
H -0.0523 -4.9075 1.7758 0.069 0.089 -0.250 0.13
H 2.7560 -2.2679 -0.8934 -0.115 0.045 0.152 0.13
H 2.2014 -1.1356 0.3550 0.104 -0.243 -0.035 0.10
H 4.1314 -1.5775 1.7358 -0.023 -0.062 -0.048 0.11
H 4.6818 -1.2704 0.0884 -0.052 -0.025 0.079 0.11
C 3.3992 4.2136 0.8937 0.081 -0.400 -0.089 -0.15
C 3.3686 4.5270 2.3888 0.225 0.580 -0.084 -0.13
N 2.3342 3.7800 3.0538 -0.684 -0.360 -0.604 -0.05
C 2.2801 3.5626 4.4818 0.061 -0.119 0.671 -0.10
C 1.0028 2.7092 4.6856 0.013 -0.011 0.945 -0.08
C 0.4567 2.5178 3.3142 -0.983 -0.548 -0.870 -0.13
C -0.6022 1.8031 2.8038 0.842 0.234 0.235 0.06
C -0.8360 1.8033 1.3822 -0.402 -0.386 0.013 -0.19
C -1.8258 0.9377 0.8739 -0.824 2.139 -0.037 0.02
C -2.2868 0.8933 -0.4764 0.184 -0.412 -0.020 -0.22
C -3.6843 0.6474 -0.7190 0.081 -0.308 -0.457 0.05
C -4.1500 0.5711 -2.0130 0.987 0.157 0.903 -0.13
C -3.2333 0.7686 -3.0638 0.037 -0.031 -0.455 -0.12
N -3.8298 0.6409 -4.2665 0.365 0.250 0.342 -0.07
C -3.1045 0.6750 -5.5088 0.175 -0.338 -0.314 -0.14
C -1.8310 1.5048 -5.3650 -0.009 0.377 0.100 -0.15
C -1.0148 1.1768 -4.1044 0.508 -0.234 -0.416 -0.13
C -1.8643 1.0153 -2.8907 -0.088 -0.093 0.932 -0.13
C -1.3966 1.0276 -1.5843 -0.580 0.127 -0.266 0.03
C -5.2112 0.2356 -4.1457 -0.500 -0.206 -0.046 -0.11
C -5.4778 0.2695 -2.6196 -0.965 -0.039 -0.040 -0.08
C -0.0817 2.7007 0.5546 0.912 -0.016 0.393 0.06
C 1.0496 3.3343 1.0390 -0.915 -0.460 -0.298 -0.13
C 1.2896 3.2165 2.4162 0.785 0.184 0.358 -0.11
C 2.0098 4.1512 0.2396 0.061 0.650 -0.326 -0.13
H 4.0140 4.9630 0.3888 -0.051 -0.132 0.060 0.12
H 3.8877 3.2419 0.7552 -0.021 0.110 0.009 0.12
H 4.3294 4.2705 2.8569 -0.173 0.091 -0.154 0.13
H 3.2111 5.6093 2.5416 0.011 -0.260 0.049 0.14
H 3.1769 3.0325 4.8316 -0.106 0.152 -0.143 0.13
H 2.2265 4.5158 5.0271 0.032 -0.165 -0.181 0.13
H 1.2405 1.7563 5.1707 -0.084 0.158 -0.074 0.13
H 0.2957 3.2396 5.3332 0.070 -0.164 -0.098 0.13
H -1.2511 1.2178 3.4598 0.209 0.068 -0.254 0.14
H -2.4766 0.4818 1.6291 0.283 0.185 -0.356 0.12
H -4.3663 0.5190 0.1253 0.261 -0.020 -0.191 0.13
H -2.8433 -0.3508 -5.8284 -0.146 0.198 0.076 0.14
H -3.7659 1.1001 -6.2751 0.220 -0.076 0.078 0.13
H -1.2068 1.3546 -6.2490 -0.107 0.081 0.066 0.12
H -2.1083 2.5650 -5.3329 0.013 -0.120 -0.040 0.12
H -0.4340 0.2577 -4.2729 -0.089 0.144 0.034 0.13
H -0.2875 1.9778 -3.9282 -0.036 -0.150 -0.113 0.12
H -0.3233 1.1084 -1.4075 -0.321 -0.134 -0.058 0.13
H -5.8671 0.9193 -4.7010 0.135 -0.129 0.095 0.13
H -5.3649 -0.7739 -4.5561 0.097 0.183 0.041 0.13
H -5.8863 -0.6873 -2.2759 0.076 0.215 0.011 0.13
H -6.2172 1.0443 -2.3876 0.104 -0.142 0.062 0.13
H -0.3824 2.8739 -0.4765 0.109 -0.096 0.283 0.12
H 1.6160 5.1717 0.1236 0.067 -0.139 -0.004 0.13
H 2.1033 3.7319 -0.7689 -0.009 0.136 0.150 0.12

---

# 4
15
Properties=species:S:1:pos:R:3:forces:R:3:nbo_charge:R:1 method="wB97M-V/def2-TZVPD" spin_multiplicity=1 gap_ev=8.438 lumo_energy_ev=0.06 charge=0 smiles="C=CN=C.CS" homo_ev=-8.38 energy_ha=-610.65958
C 1.8164 -0.9053 -0.8390 0.240 0.405 0.544 -0.37
C 1.8424 -0.2110 0.3204 -0.288 -1.483 -0.694 -0.06
N 0.7389 0.4342 0.9219 1.060 1.327 0.642 -0.45
C 0.9780 1.0952 1.9998 0.989 -0.974 -1.363 0.00
H 0.9260 -1.0459 -1.4352 -0.232 0.131 0.191 0.21
H 2.7260 -1.3381 -1.2910 -0.423 0.424 0.628 0.21
H 2.7745 -0.0831 0.8327 0.622 0.007 0.291 0.17
H 0.4292 1.9909 2.2294 -0.903 -0.266 0.538 0.19
H 1.8919 0.8795 2.5775 -0.114 0.331 -0.105 0.14
C -1.8220 -1.2098 -0.2705 -0.832 0.713 0.488 -0.73
S -1.5394 0.4795 -0.9985 -2.295 -0.959 -1.462 -0.12
H -2.6344 -1.1598 0.5087 0.714 -0.018 -0.919 0.21
H -2.1308 -1.9120 -1.0765 0.445 0.526 0.619 0.22
H -0.9198 -1.5105 0.2557 0.089 -0.250 -0.266 0.22
H -0.4921 0.8535 -0.3417 0.927 0.085 0.868 0.16

---

# 5
13
Properties=species:S:1:pos:R:3:forces:R:3:nbo_charge:R:1 method="wB97M-V/def2-TZVPD" spin_multiplicity=1 gap_ev=7.087 lumo_energy_ev=0.28 charge=0 homo_ev=-6.81 energy_ha=-286.45352
C -1.9968 0.3028 -0.2699 -0.437 0.028 -0.631 -0.76
N -0.5696 0.1695 0.2840 -0.365 -0.157 0.501 -0.50
C 0.2551 -1.0523 0.0332 -0.173 -0.204 0.062 -0.21
C 1.5337 -0.2078 0.0277 0.278 -0.040 -0.099 -0.54
C 0.6578 1.0213 0.1556 0.101 0.822 0.304 0.73
O 0.7783 2.2019 0.2190 -0.230 -1.044 -0.176 -0.46
H -1.0477 0.1466 1.1871 0.928 0.188 0.582 0.49
H -2.1611 1.3884 -0.2647 -0.073 -0.156 -0.065 0.17
H -1.9304 -0.0736 -1.2854 -0.008 0.188 -0.476 0.14
H 0.0164 -1.5129 -0.9261 -0.143 0.214 0.103 0.22
H 0.1563 -1.7867 0.8281 0.015 0.030 -0.038 0.22
H 2.1809 -0.3527 0.8918 0.023 0.090 -0.017 0.25
H 2.1272 -0.2444 -0.8803 0.084 0.043 -0.049 0.25

---

Q: The highest charge belongs to which entry?
A: C34H44N3

---

Q: What is the charge in the second record?
A: 0

---

Q: Which value of charge does entry 5 give?
A: 0